The following is a DFT calculation (ωB97M-V with the def2-TZVPD basis set) of a molecular structure, C44H106N6O7 in a non-equilibrium geometry.

The electronic energy is -70574.6995 eV. Its spin multiplicity is 1. The net charge is +4. The calculation puts the HOMO-LUMO gap at 3.187 eV. Its energy above the lowest of the compared OMol25 structures with the same formula, charge and spin is 426.5 kJ/mol.

```
163
C44H106N6O7 (ωB97M-V with the def2-TZVPD basis set)
C 0.84418 13.45075 -6.18475
O 1.99987 13.88132 -5.55553
H 1.02307 13.14157 -7.21456
H 0.43075 12.48157 -5.90568
H 0.00503 14.14567 -6.21645
C -2.71595 19.17893 -18.31044
C -3.45022 17.90536 -17.78805
C -2.47561 17.13334 -16.87241
N -3.00305 15.70121 -16.38781
C -2.81431 14.64281 -17.49879
C -1.23560 14.26242 -17.68172
C -0.71586 13.83847 -16.29265
C -0.79837 15.02858 -15.27519
C -2.28543 15.36094 -15.09772
C -4.49785 15.83575 -16.06479
H -2.51919 19.79285 -17.43152
H -3.31860 19.73471 -19.02878
H -1.71673 19.07928 -18.73439
H -3.69831 17.39069 -18.71632
H -4.32378 18.19546 -17.20424
H -2.41753 17.68790 -15.93583
H -1.46699 17.00262 -17.26445
H -3.27949 14.93740 -18.43949
H -3.39317 13.81329 -17.09270
H -0.68156 15.09712 -18.11117
H -1.13584 13.40447 -18.34659
H 0.22112 13.29594 -16.41848
H -1.36985 13.02112 -15.98878
H -0.24296 15.92884 -15.53815
H -0.30509 14.74713 -14.34484
H -2.40022 16.24819 -14.47504
H -2.62268 14.47341 -14.56233
H -4.68547 16.69451 -15.42024
H -4.82420 14.87342 -15.67044
H -5.10522 15.95976 -16.96136
C -4.51312 19.71050 -5.72206
C -3.39700 20.02884 -6.80846
C -2.80557 21.47712 -6.77551
N -1.25529 21.71123 -7.05007
C -0.79494 20.95831 -8.28128
C 0.60065 21.46753 -8.91980
C 0.63969 23.00345 -9.11369
C 0.21396 23.76070 -7.71336
C -1.15787 23.28658 -7.33187
C -0.31846 21.41546 -5.84534
H -3.93590 19.41497 -4.84594
H -5.06958 18.81315 -5.99264
H -5.16466 20.56675 -5.54757
H -3.84054 19.91733 -7.79788
H -2.66416 19.22341 -6.76013
H -3.05444 21.92086 -5.81152
H -3.36910 22.03966 -7.51987
H -1.60513 20.91552 -9.00919
H -0.83220 19.94759 -7.87490
H 0.79371 20.93487 -9.85098
H 1.51186 21.03561 -8.50598
H -0.05535 23.24074 -9.91912
H 1.59320 23.39356 -9.46968
H 0.37942 24.80011 -7.99682
H 1.04269 23.58386 -7.02778
H -1.82740 23.55807 -8.14803
H -1.48413 23.75630 -6.40396
H 0.73240 21.64500 -6.02170
H -0.18544 20.36279 -5.59574
H -0.91379 21.94410 -5.10089
C -3.66848 7.87467 -0.55402
C -3.71389 9.20098 0.22972
C -2.22618 9.73550 0.52668
N -2.20378 11.15739 1.30217
C -0.80113 11.74681 1.47165
C 0.06776 10.84881 2.37528
C -0.50173 10.43271 3.74585
C -2.00657 9.99218 3.66719
C -2.75166 10.95838 2.77607
C -3.05384 12.23620 0.61442
H -3.24178 7.13528 0.12373
H -3.01983 7.85088 -1.42968
H -4.62792 7.44372 -0.84013
H -4.21855 8.96152 1.16570
H -4.28735 9.96439 -0.29607
H -1.77084 9.89017 -0.45150
H -1.53207 9.11706 1.09574
H -0.42623 11.82034 0.45079
H -0.79076 12.75461 1.88677
H 0.38014 9.96955 1.81185
H 1.05652 11.28929 2.50337
H 0.17009 9.60115 3.95861
H -0.22492 11.16464 4.50463
H -2.07096 8.95492 3.33850
H -2.40022 10.06963 4.68067
H -3.79615 10.65764 2.69428
H -2.58886 11.95519 3.18595
H -4.04263 11.95632 0.97783
H -2.91279 12.12917 -0.46110
H -2.85249 13.21781 1.04335
C 6.68569 17.08629 0.21953
N 8.14884 16.61553 -0.09598
C 9.01550 17.82364 -0.07612
C 8.52178 15.63952 1.10126
C 8.27791 15.97634 -1.50070
C 8.27149 14.48021 -1.52034
O 7.01193 14.01145 -1.22405
H 6.34431 17.77957 -0.54919
H 6.80855 17.61304 1.16586
H 6.00052 16.24116 0.28589
H 8.59723 18.38091 -0.91432
H 10.02435 17.50381 -0.33694
H 8.94779 18.39282 0.85100
H 9.60687 15.56490 1.17279
H 7.85570 14.79788 0.91134
H 8.29305 16.13306 2.04583
H 9.06883 16.42656 -2.10057
H 7.36723 16.35316 -1.96629
H 9.18614 14.12054 -1.04902
H 8.49479 14.33962 -2.57792
H 6.36905 14.37659 -1.83640
C 4.20791 5.45665 -7.55483
N 3.40052 5.39121 -8.87515
C 1.92301 5.31662 -8.58303
C 3.89152 6.58393 -9.66641
C 3.72921 3.97791 -9.52714
C 3.08243 3.69752 -10.83532
O 1.77367 3.78447 -10.95762
H 3.85234 4.81529 -6.74840
H 4.06595 6.46946 -7.17778
H 5.24641 5.13669 -7.63990
H 1.65133 4.31056 -8.26347
H 1.26219 5.56682 -9.41298
H 1.71635 5.97980 -7.74305
H 3.97726 7.56075 -9.19041
H 3.38250 6.61936 -10.62960
H 4.93680 6.40070 -9.91522
H 3.56876 3.11482 -8.88105
H 4.80715 3.96671 -9.68845
H 3.38935 2.70796 -11.17395
H 3.47673 4.32537 -11.63434
H 1.62216 4.14368 -11.83490
C 10.67107 16.15944 -9.97581
N 10.22789 15.16073 -10.98862
C 11.23692 15.20755 -12.12593
C 10.08016 13.71749 -10.40553
C 8.87668 15.48728 -11.58769
C 7.59780 15.24149 -10.72713
O 7.63083 15.78424 -9.40110
H 10.64720 17.19994 -10.29968
H 11.66633 16.06017 -9.54258
H 9.95100 16.13078 -9.15802
H 11.27563 16.26291 -12.39578
H 10.93467 14.61305 -12.98808
H 12.18296 14.98083 -11.63430
H 9.71837 12.87655 -10.99716
H 9.33105 13.85505 -9.62577
H 11.07458 13.47019 -10.03395
H 8.74309 14.93048 -12.51518
H 8.92368 16.50797 -11.96729
H 7.40045 14.16950 -10.72620
H 6.76091 15.68039 -11.27034
H 6.83172 15.49980 -8.95151
O -4.11967 7.75641 -8.68452
C -4.14654 8.41800 -9.77678
O -3.30282 9.37885 -9.74646
O -4.77055 8.03549 -10.75846
H -3.38238 8.35827 -8.55896
```